Version a
Density functional theory data (ωB97M-V with the def2-TZVPD basis set) for an isolated molecule of C3H9N3S.

XYZ file:
```
16
Properties=species:S:1:pos:R:3:mulliken_charge:R:1
C -2.32121 -0.58807 0.72267 -0.7103
C 0.83355 0.70615 -0.27258 0.6885
C 0.84143 -0.69797 -0.60465 -0.5483
H -2.09368 0.11904 1.73529 0.2347
H -3.44494 -0.88054 0.70566 0.3114
H -1.83347 -1.74319 0.66576 0.2289
H -0.68431 2.45602 -0.61103 0.2732
H 1.20807 2.38749 0.85807 0.2296
H 0.14911 -1.34498 0.06862 0.1401
H 0.45642 -0.84790 -1.59690 0.4348
H 2.47660 -0.74939 0.58621 0.2880
H 2.78770 -0.71363 -1.05696 0.2992
N -0.44455 1.34211 -0.62521 -0.3554
N 1.64117 1.48961 0.44999 -0.7190
N 2.25446 -1.17436 -0.27233 -0.6940
S -1.82637 0.23961 -0.75260 -0.1015
```

Output
Structure (SMILES): [H]/N=C(/CN)NSC
Frontier orbital gap, hartree: 0.3463

=====

Version b
Density functional theory data (ωB97M-V with the def2-TZVPD basis set) for an isolated molecule of C3H9N3S.

XYZ file:
```
16
Properties=species:S:1:pos:R:3:mulliken_charge:R:1
C 0.49525 -1.24266 0.66649 -1.0134
C 0.79960 -0.25796 -0.44315 0.0469
C 0.02236 0.96602 0.00278 0.2365
H 1.01900 -2.25427 0.56135 0.3599
H 0.65731 -0.64806 1.64278 0.3151
H -0.68521 -1.36318 0.50113 0.2381
H 0.51748 -0.47673 -1.43555 0.3891
H 3.19734 -0.83231 0.53097 0.1521
H 1.32444 2.50265 0.27719 0.2684
H -2.00546 1.18867 0.59249 0.2538
H -2.60036 0.63792 -1.41269 0.2908
H -2.39415 -1.04442 -0.39144 0.2814
N 0.28245 2.15769 0.29938 -0.7432
N -1.34595 0.50728 0.14669 -0.1725
N -1.89585 -0.16534 -0.99251 -0.6034
S 2.61175 0.32471 -0.54591 -0.2996
```

Output
Structure (SMILES): [H]/N=C(/NN)[C@H](C)S
Frontier orbital gap, hartree: 0.3464

=====

Version c
Density functional theory data (ωB97M-V with the def2-TZVPD basis set) for an isolated molecule of C3H9N3S.

XYZ file:
```
16
Properties=species:S:1:pos:R:3:mulliken_charge:R:1
C -1.82214 -0.02556 0.14876 -0.7857
C 0.58197 -0.25410 -0.29733 0.7519
C 0.15737 -1.20400 -1.30346 -1.0611
H -2.14854 -1.17350 0.26229 0.2650
H -2.21630 0.18696 -0.94871 0.2566
H -2.59175 0.52772 0.94044 0.2659
H 0.15736 0.17147 2.28824 0.2650
H 0.43288 1.68785 1.44101 0.2738
H -0.47560 -0.80935 -2.07791 0.3366
H 1.13117 -1.46507 -1.89048 0.3173
H -0.20735 -2.19185 -1.01457 0.2796
H 3.56001 1.69386 -0.05866 0.1427
N -0.45365 0.43225 0.38849 0.1958
N -0.28381 0.96933 1.67811 -0.7350
N 1.86382 0.06270 -0.17346 -0.5287
S 2.31455 1.39129 0.61724 -0.2396
```

Output
Structure (SMILES): C/C(=N/S)N(C)N
Frontier orbital gap, hartree: 0.3231

=====

Going by the computed energies, the most stable comes first: version c, version a, version b.

=====

Version a
Density functional theory data (ωB97M-V with the def2-TZVPD basis set) for a structure of composition C2H2ClNO2.

XYZ file:
```
8
Properties=species:S:1:pos:R:3:mulliken_charge:R:1
C 0.38423 0.48813 -0.38488 -0.0021
C -0.32399 -0.61734 0.32727 0.1159
N 0.78356 -2.02184 -0.31259 0.1243
O 1.47370 0.94194 -0.11156 -0.4484
O 1.89108 -1.90572 0.05843 -0.1706
Cl -1.85072 -0.91934 -0.14584 -0.1450
H -0.41807 0.92860 -1.16139 0.1991
H -0.14581 -0.72933 1.44153 0.3268
```

Output
Frontier orbital gap (spin up / spin down), hartree: 0.2970 / 0.2970

=====

Version b
Density functional theory data (ωB97M-V with the def2-TZVPD basis set) for a cluster of 2 separate species, C2H2ClNO2 in total.

XYZ file:
```
8
Properties=species:S:1:pos:R:3:mulliken_charge:R:1
C -0.95685 -0.51033 0.15207 -0.0017
C 0.45335 -0.41869 -0.17126 -0.1130
N 0.92266 1.51262 -0.18156 0.1869
O -1.37211 0.12109 1.12854 -0.4864
O 0.37370 1.91933 0.72786 -0.1081
Cl 0.98660 -1.04033 -1.66299 -0.1696
H -1.50457 -0.81282 -0.64445 0.3808
H 1.09721 -0.77088 0.65179 0.3111
```

Output
Frontier orbital gap, hartree: 0.3007

=====

Going by the computed energies, the most stable comes first: version a, version b.

=====

Version a
Density functional theory data (ωB97M-V with the def2-TZVPD basis set) for a cluster of 2 separate species, C3H9NOSi in total.

XYZ file:
```
15
Properties=species:S:1:pos:R:3:mulliken_charge:R:1
C 3.07952 -0.28530 -0.27440 -0.2923
C -0.47606 0.12113 0.37307 -0.7165
C 2.66169 -1.51859 -0.54249 -0.3650
N -3.30989 0.55787 0.34504 -0.1318
O -4.60938 1.17571 0.34749 -0.3876
Si -1.94769 1.13059 -0.29079 0.2786
H 2.32888 0.44600 -0.22108 0.1788
H -5.03821 0.54063 0.88655 0.3473
H 4.18240 0.03026 -0.20286 0.2024
H 0.38999 0.18443 -0.31695 -0.0723
H -0.15027 0.61341 1.35641 0.3246
H -0.57407 -0.94600 0.69972 0.3640
H 3.20525 -2.43448 -0.60328 0.2718
H 1.54350 -1.86603 -0.53683 0.0834
H -1.28566 2.25035 -1.01959 -0.0854
```

Output
Structure (SMILES): C/[SiH]=N/O.C=C
Frontier orbital gap, hartree: 0.3320

=====

Version b
Density functional theory data (ωB97M-V with the def2-TZVPD basis set) for an isolated molecule of C3H9NOSi.

XYZ file:
```
15
Properties=species:S:1:pos:R:3:mulliken_charge:R:1
C 1.48909 1.58501 0.53287 -0.7045
C 0.75427 0.63005 1.16875 -0.1658
C -1.27642 0.50317 -1.74732 -0.4438
N -0.35763 -2.01696 1.25981 -0.4131
O -1.03793 -0.51410 -0.80205 -0.2963
Si 0.23820 -0.85770 0.12145 0.3133
H 2.05744 2.27208 1.07676 0.2914
H 1.40764 1.47977 -0.51530 0.1380
H 0.59942 0.88887 2.20431 0.3723
H -1.40301 0.15206 -2.78189 0.2155
H -0.44316 1.22495 -1.63636 0.2001
H -2.25876 0.87309 -1.48250 0.1945
H -0.02836 -2.17344 2.27332 0.2079
H -1.08738 -2.61190 0.95875 0.1952
H 1.34660 -1.43494 -0.63060 -0.1047
```

Output
Structure (SMILES): C=C[Si@@H](N)OC
Frontier orbital gap, hartree: 0.3803

=====

Going by the computed energies, the most stable comes first: version b, version a.

=====

Version a
Density functional theory data (ωB97M-V with the def2-TZVPD basis set) for the ion C4H11N2O with charge +2.

XYZ file:
```
18
Properties=species:S:1:pos:R:3:mulliken_charge:R:1
O -1.50314 -0.69669 0.03448 -0.3250
C -0.61838 -0.17538 0.59871 0.5897
N -0.48586 -0.19646 1.88490 -0.0173
C 0.65876 0.13378 2.88859 -0.5764
C 0.62752 0.01794 -0.40016 -0.6439
N -0.00247 0.12887 -1.81756 -0.2424
C 0.88993 0.69640 -2.85507 -0.7497
H -1.26573 -0.50375 2.33776 0.2992
H 0.94115 -0.98362 3.26785 0.3590
H 1.52135 0.54115 2.36510 0.3124
H 0.47006 0.85048 3.74337 0.3450
H 1.25389 0.91900 -0.33206 0.4929
H 1.08780 -0.94791 -0.50633 0.3660
H -0.98552 0.48699 -1.70844 0.4041
H -0.19904 -0.78171 -1.98414 0.3553
H 0.24624 1.05091 -3.65478 0.3710
H 1.53062 -0.03782 -3.30665 0.3349
H 1.49570 1.41646 -2.36140 0.3252
```

Output
Multiplicity: 2
Total charge: +2
Frontier orbital gap (spin up / spin down), hartree: 0.4775 / 0.2665

=====

Version b
Density functional theory data (ωB97M-V with the def2-TZVPD basis set) for the ion C4H11N2O with charge +2.

XYZ file:
```
18
Properties=species:S:1:pos:R:3:mulliken_charge:R:1
N 0.62326 -1.25198 -2.27397 -0.3229
C 0.84916 -0.20520 -1.21161 -0.6115
C 0.06853 -0.59451 0.01241 0.5448
N -0.43904 0.32366 0.94936 0.1194
C -1.12849 1.57591 0.61372 -0.8180
C -0.07453 0.04908 2.38254 -0.7035
O -0.17119 -1.75515 0.22661 -0.3921
H 1.23081 -2.05371 -2.03950 0.3859
H -0.34099 -1.56576 -2.45364 0.3622
H 0.86062 -0.88233 -3.21352 0.3824
H 1.91768 -0.06268 -1.06014 0.3405
H 0.46777 0.74570 -1.59953 0.4418
H -0.46549 2.38289 0.92794 0.3904
H -2.03657 1.56577 1.22520 0.3868
H -1.48105 1.57078 -0.41463 0.4169
H 0.96912 0.37614 2.41734 0.3949
H -0.21841 -1.01208 2.56524 0.3225
H -0.63116 0.79349 2.94619 0.3594
```

Output
Multiplicity: 2
Total charge: +2
Frontier orbital gap (spin up / spin down), hartree: 0.4401 / 0.3157

=====

Going by the computed energies, the most stable comes first: version b, version a.

=====

Version a
Density functional theory data (ωB97M-V with the def2-TZVPD basis set) for a cluster of 2 separate species, C3H7O in total.

XYZ file:
```
11
Properties=species:S:1:pos:R:3:mulliken_charge:R:1
C -1.73275 -0.01875 0.34037 -0.1398
O -0.63016 0.04699 -0.34945 -0.7505
C -2.96246 -0.37144 -0.16507 -0.8950
C 2.73184 0.15104 -0.13097 -0.7289
H -1.62714 0.42107 1.40156 0.2492
H -3.09344 -0.43487 -1.25463 0.2566
H -3.71768 -0.39891 0.59896 0.2524
H 1.67936 0.29655 -0.35401 0.1601
H 3.20986 -0.63035 -0.78674 0.1790
H 2.83707 -0.15284 0.90464 0.2017
H 3.30551 1.09149 -0.20466 0.2152
```

Output
Total charge: -1
Frontier orbital gap, hartree: 0.2340

=====

Version b
Density functional theory data (ωB97M-V with the def2-TZVPD basis set) for a cluster of 2 separate species, C3H7O in total.

XYZ file:
```
11
Properties=species:S:1:pos:R:3:mulliken_charge:R:1
O -1.62944 -1.73778 -0.59641 -0.9117
H -1.11245 -0.91072 -0.82415 0.4281
C 1.19920 1.26848 -0.77298 -0.9214
C 1.04977 0.66747 0.41385 0.3856
C -0.19993 0.15238 0.97748 -1.6233
H 2.10512 1.86185 -1.02930 0.2543
H -1.43728 -1.96095 0.27989 0.3809
H 0.17094 1.65060 -1.14857 0.1270
H 1.95570 0.43878 1.02752 0.2337
H 0.09372 -0.45703 1.95795 0.1733
H -1.03446 0.74976 0.79788 0.4734
```

Output
Total charge: -1
Frontier orbital gap, hartree: 0.2264

=====

Version c
Density functional theory data (ωB97M-V with the def2-TZVPD basis set) for a cluster of 2 separate species, C3H7O in total.

XYZ file:
```
11
Properties=species:S:1:pos:R:3:mulliken_charge:R:1
O -0.64972 2.41828 -1.18271 -0.9081
H -1.06997 2.68154 -0.34214 0.2898
C 0.67953 0.15633 -0.44051 -1.3842
C 0.04692 -0.55613 0.63320 0.0781
C -0.20486 -1.88848 0.70214 -0.7413
H 1.51495 0.85113 -0.26521 0.2830
H -0.23081 1.45524 -0.77663 0.3069
H 0.58144 -0.31753 -1.39528 0.3247
H 0.02536 0.05003 1.54457 0.2613
H -0.96453 -2.21014 1.45733 0.1872
H 0.27170 -2.64027 0.06525 0.3027
```

Output
Total charge: -1
Frontier orbital gap, hartree: 0.2380

=====

Going by the computed energies, the most stable comes first: version a, version c, version b.